{"formula": "C33H48BBrFN9Pb", "method": "ωB97M-V/def2-TZVPD", "species": ["Pb", "C", "C", "C", "C", "C", "N", "N", "B", "N", "N", "C", "C", "C", "C", "C", "N", "N", "C", "C", "C", "C", "C", "H", "H", "H", "H", "H", "H", "H", "H", "H", "H", "H", "H", "H", "H", "H", "H", "H", "H", "H", "H", "H", "H", "C", "N", "C", "C", "C", "N", "C", "C", "H", "H", "H", "H", "H", "H", "H", "H", "H", "H", "H", "H", "H", "H", "H", "H", "C", "C", "C", "C", "C", "Br", "N", "C", "H", "H", "H", "H", "H", "H", "F", "C", "C", "C", "C", "C", "C", "H", "H", "H", "H"], "xyz": [[-0.20790, -0.07949, -0.56354], [-1.75166, -3.00390, 2.14062], [-0.32720, -2.63326, 2.34001], [0.49181, -2.79416, 3.51239], [1.75468, -2.37263, 3.16628], [3.04126, -2.37346, 3.94224], [1.68930, -1.99094, 1.86037], [0.41869, -2.08416, 1.36752], [2.91621, -1.38052, 1.01625], [3.29524, 0.10981, 1.31101], [2.62008, 1.12844, 0.71677], [3.22913, 2.25387, 1.00928], [2.73495, 3.55265, 0.49083], [4.35675, 1.99033, 1.80665], [4.36949, 0.62405, 1.97794], [5.41561, -0.18531, 2.71003], [2.71967, -1.58567, -0.52519], [1.59596, -1.53892, -1.30924], [1.98245, -1.78525, -2.54654], [1.12086, -1.79629, -3.78686], [3.32474, -1.89101, -2.57089], [3.81022, -1.72419, -1.32022], [5.16066, -1.88396, -0.72840], [-1.84798, -3.64827, 1.30783], [-2.17371, -3.51818, 2.98533], [-2.25933, -2.04964, 1.92669], [0.28207, -3.14420, 4.50429], [2.84147, -2.47816, 5.02093], [3.71329, -3.20829, 3.67652], [3.56180, -1.45942, 3.72853], [3.85627, -2.09155, 1.26023], [2.09893, 3.35295, -0.36338], [2.12564, 3.96074, 1.33431], [3.54326, 4.23957, 0.31521], [5.07609, 2.70016, 2.18990], [6.37910, 0.28048, 2.49196], [5.26537, -0.09306, 3.79462], [5.44301, -1.22191, 2.36759], [0.11533, -2.11533, -3.58552], [0.96966, -0.83781, -4.25005], [1.54584, -2.48447, -4.53145], [3.89290, -2.13269, -3.47576], [5.90955, -1.85175, -1.46506], [5.27982, -1.04446, -0.06495], [5.29379, -2.83189, -0.18264], [-0.19452, 1.01282, 2.85443], [-1.47778, 1.27020, 2.15090], [-2.65305, 0.90439, 2.92865], [-1.44075, 2.72318, 1.75283], [-2.50702, 3.02696, 0.63636], [-2.01512, 2.55382, -0.64890], [-3.13257, 2.49657, -1.62290], [-0.96873, 3.42116, -1.15351], [-0.02969, 1.62630, 3.75441], [0.60675, 1.23182, 2.20030], [-0.10105, -0.04287, 3.09714], [-2.65138, 1.43502, 3.89130], [-2.65495, -0.18103, 3.11613], [-3.61066, 1.09194, 2.35846], [-0.41038, 2.89658, 1.41301], [-1.61454, 3.35934, 2.62441], [-2.69890, 4.10570, 0.63739], [-3.42360, 2.52198, 0.91162], [-3.64876, 3.47968, -1.64857], [-3.86191, 1.73334, -1.29119], [-2.76561, 2.26883, -2.60369], [-1.26918, 4.42800, -1.31662], [-0.60929, 3.02095, -2.09170], [-0.12034, 3.46757, -0.49317], [-5.84588, -0.15392, 0.24502], [-4.71839, -1.03129, -0.24729], [-5.01808, -2.24870, -0.88585], [-4.04327, -3.05246, -1.35453], [-2.72510, -2.66468, -1.18637], [-1.30661, -3.76191, -1.73143], [-2.38492, -1.53685, -0.62073], [-3.37749, -0.72548, -0.18440], [-6.80985, -0.54846, 0.06843], [-5.83212, 0.82380, -0.25035], [-5.70530, 0.05739, 1.33579], [-6.05015, -2.44612, -1.03054], [-4.31044, -3.96248, -1.90911], [-3.02822, 0.21950, 0.21018], [-1.14782, 1.75053, -6.75248], [-1.09542, 1.26889, -5.46633], [-1.99795, 0.39196, -4.98881], [-1.76456, -0.02326, -3.69046], [-0.71818, 0.41224, -2.87527], [0.17897, 1.28925, -3.46543], [-0.00218, 1.71581, -4.74428], [-2.85223, 0.08939, -5.55383], [-2.47737, -0.71936, -3.28925], [0.96609, 1.72121, -2.87599], [0.64631, 2.40388, -5.21622]], "atomic_forces_ev_per_a": [[0.1999, 0.2627, 0.0042], [0.2565, 1.4822, 0.2199], [1.9485, 0.0847, 1.0084], [-0.3589, 0.0781, -0.5300], [-0.1163, -0.2406, -1.0814], [-0.4251, -0.6243, 0.1703], [0.5855, 1.2904, -0.5257], [-0.0310, -0.8863, 0.8446], [-0.7857, -0.6907, 0.1681], [0.1508, 0.1091, 0.1939], [-0.8232, -0.6118, -0.4875], [0.8106, -0.4486, 0.0013], [-0.8880, -0.2939, 1.5718], [0.0482, 0.1607, 0.1257], [0.1314, -0.4965, 0.0001], [-0.1773, 0.6401, -0.2545], [0.0541, 0.8060, 0.1022], [-0.4592, -0.0467, 1.1342], [-1.6544, 0.8711, -1.0988], [0.1107, -0.8542, 0.1948], [2.8775, -0.7673, -2.7228], [-0.7525, -1.1612, 1.4342], [-0.5762, -0.1179, 0.4814], [-0.1577, -0.6302, -1.0414], [-0.1473, 0.0747, 0.5133], [-0.4184, -0.5899, 0.1567], [-0.5254, -0.2540, 0.0721], [0.0137, 0.2441, -0.4028], [-0.3547, 0.2702, -0.1358], [0.2984, 0.3541, 0.2560], [-0.1652, 0.2761, 0.4231], [0.0327, 0.3534, -0.2418], [0.1549, 0.1766, -0.8136], [0.2085, 0.2838, -0.3915], [-0.0402, -0.0880, -0.0226], [0.0416, -0.1370, 0.0436], [0.0435, -0.3590, -0.2556], [-0.0587, 0.1330, 0.3005], [-0.3736, -0.3716, 0.2398], [0.4830, 0.4247, -0.1114], [0.0154, 0.1765, 0.2546], [-0.0964, 0.2318, 0.5030], [0.9298, 0.1576, -1.1305], [0.5531, 0.1428, 0.4418], [-0.2744, 0.4084, -0.0781], [-1.2773, -0.5113, 0.3729], [0.8078, 1.1275, -0.1851], [-0.2936, -0.1082, -0.4215], [-1.0498, -1.3017, -0.4163], [1.8376, -0.2259, 1.0499], [-0.8999, -0.0586, -0.4376], [-0.1204, 0.5049, 1.2835], [0.3617, -0.9208, -0.2318], [-0.3753, -0.0506, 0.0790], [0.8415, 0.2447, -0.8719], [-0.1365, -0.1049, 0.2226], [-0.3769, -0.0246, 0.0545], [0.1970, 0.3283, 0.0683], [1.0151, 0.0991, 0.6496], [-0.4460, 0.1417, -0.0797], [-0.0660, 0.1571, 0.1804], [-0.1462, 0.1745, -0.1560], [-0.2885, -0.1240, -0.1157], [0.0458, -0.2900, -0.1189], [0.3341, 0.3191, -0.2896], [0.1887, -0.2469, -0.4553], [-0.6742, 1.1972, -0.1704], [-0.0208, 0.0271, -0.1891], [0.2854, -0.1527, 0.4190], [1.7900, 1.2087, 0.9790], [-0.3815, -0.6736, -0.5143], [-0.3304, 1.7015, 0.7687], [0.2333, -1.5953, -1.0872], [0.3056, -0.1656, 0.0943], [0.0456, -0.2514, -0.1146], [-0.6357, 0.8318, 0.0759], [0.3657, 0.1900, 0.1090], [-0.9145, -0.7480, -0.0768], [0.1362, -0.0736, 0.0297], [-0.3046, -0.2285, -0.8009], [-0.7535, -0.5823, -0.1568], [0.3695, 0.3806, 0.3890], [0.0462, 0.1033, 0.2089], [-0.4870, -0.3197, 0.3983], [1.5974, 1.2592, -1.4594], [-0.2485, -0.1288, 0.3598], [-0.1414, -0.2915, 0.9871], [-0.4097, -0.7766, 0.2928], [-0.3784, 0.1195, 0.7386], [-0.5780, -0.0375, -0.6313], [-0.3188, -0.2546, -0.3091], [-0.3403, -0.3528, 0.2600], [0.6417, 0.0314, 0.1133], [0.6596, 0.6291, -0.4286]], "lowdin_charge": [1.368, -0.033, -0.341, -0.002, -0.289, -0.015, 0.012, 0.021, -0.479, 0.022, 0.070, -0.382, -0.033, -0.001, -0.284, -0.038, 0.034, -0.039, -0.354, -0.033, -0.021, -0.256, -0.017, 0.037, 0.079, 0.055, 0.095, 0.088, 0.095, 0.031, 0.100, 0.055, 0.090, 0.071, 0.106, 0.081, 0.083, 0.063, 0.010, 0.052, 0.091, 0.126, 0.067, 0.063, 0.101, -0.106, -0.284, -0.104, -0.160, -0.190, -0.280, -0.066, -0.101, 0.095, 0.020, 0.066, 0.086, 0.076, 0.073, 0.090, 0.115, 0.119, 0.090, 0.096, 0.068, 0.064, 0.084, 0.058, 0.054, -0.028, -0.219, -0.017, -0.094, -0.770, 0.857, -0.057, -0.119, 0.060, 0.078, 0.095, 0.112, 0.121, 0.072, 0.026, -0.272, -0.020, -0.155, -0.348, -0.210, -0.024, 0.114, 0.078, 0.094, 0.110], "homo_energy_ev": -7.406, "homo_lumo_gap_ev": 7.628, "total_charge": 0, "total_energy_ev": -127095.4653, "relative_energy_kj_mol": 161.4, "multiplicity": 1}